ORCA calculation (ωB97M-V with the def2-TZVPD basis set) on C12H8Br2F5I2O5PtSeTe as an isolated structure.

Results
DFT total energy = -268570.791 eV
Relative energy (zero: lowest compared OMol25 entry of this formula, charge and spin) = 0.9 kJ/mol
Orbital gap = 8.61 eV
HOMO energy = -6.77 eV
Net charge = -1

Last column: Mulliken charge in e.
Cartesian coordinates (Å):
Pt 0.451 1.246 -0.064  0.8053
F -3.552 -2.285 3.303  -0.3891
Te -3.100 -1.177 1.869  2.1211
F -4.798 -1.642 1.206  -0.4428
F -4.024 0.172 2.825  -0.5191
F -1.640 -0.743 2.962  -0.4229
F -2.446 -2.760 1.123  -0.4310
O -2.600 -0.133 0.512  -0.7943
Br 1.290 -1.278 -3.715  -0.1396
C 0.511 0.307 -4.370  0.1825
C 0.956 0.795 -5.594  -0.4499
C 0.402 1.945 -6.128  -0.4441
C -0.606 2.614 -5.449  -0.7641
C -1.047 2.131 -4.228  -0.3296
C -0.487 0.984 -3.677  0.2448
I -1.228 0.327 -1.827  0.2220
H 1.738 0.264 -6.118  0.3826
H 0.760 2.317 -7.080  0.3522
H -1.046 3.512 -5.862  0.3755
H -1.826 2.651 -3.687  0.4191
Br -1.455 4.788 -1.329  -0.1159
C -2.963 3.893 -0.622  0.2198
C -4.194 4.116 -1.224  -0.3928
C -5.322 3.470 -0.745  -0.4574
C -5.225 2.598 0.329  -0.7633
C -3.997 2.371 0.928  -0.5239
C -2.865 3.027 0.459  -0.0866
I -1.070 2.621 1.432  0.3508
H -4.258 4.793 -2.064  0.4236
H -6.278 3.646 -1.221  0.3672
H -6.099 2.075 0.693  0.4112
H -3.904 1.658 1.735  0.7386
O 4.343 0.476 0.848  -0.6187
Se 2.775 0.180 0.780  1.1494
O 2.117 0.356 -0.808  -0.4859
O 2.238 -1.185 1.415  -0.5750
O 1.873 1.550 1.334  -0.6197